C11H20N2O as an isolated structure in a non-equilibrium geometry. Source: the OMol25 dataset; level of theory: ωB97M-V/def2-TZVPD.

Element x y z (Å)
C: -0.13267 -0.25052 -0.24939
C: -2.10053 -0.39044 -1.25858
C: -3.00483 -1.22034 -0.29340
C: -2.78866 -0.55943 1.11362
C: -3.02138 1.08673 0.61142
C: -1.58679 1.65304 -0.05600
C: 1.62708 1.32851 0.19572
C: 2.90746 1.03397 -0.71379
C: 3.85368 -0.06227 -0.17755
C: 2.97490 -1.26201 0.08552
C: 1.80708 -0.68750 1.07550
H: -1.23393 -0.86814 -1.80339
H: -2.84426 0.11352 -2.10102
H: -2.66652 -2.13589 -0.45636
H: -4.08903 -0.94082 -0.39201
H: -1.72592 -0.96870 1.40607
H: -3.50950 -1.04790 1.99215
H: -4.05479 1.12191 -0.04268
H: -2.95983 1.61254 1.58049
H: -1.84664 2.54404 -0.84733
H: -0.95859 2.38311 0.90559
H: 1.66003 1.94642 1.07867
H: 0.81491 1.79619 -0.54515
H: 3.37968 2.27773 -0.58294
H: 2.61754 0.88320 -1.86784
H: 4.12356 0.16879 1.04290
H: 4.66252 -0.52095 -0.81973
H: 2.41287 -1.50530 -0.83361
H: 3.46657 -2.04016 0.66199
H: 2.46348 -0.27037 1.92899
H: 1.03354 -1.43557 1.64862
N: -1.11402 0.49076 -0.62259
N: 0.81289 0.17788 0.68848
O: -0.23121 -1.47656 -0.55163

HOMO level, eV: -8.88
Electronic energy, eV: -16750.6448
Frontier orbital gap, eV: 9.67
Largest force on an atom, eV/A: 6.978
Energy relative to the best compared isomer or geometry (same formula, charge and spin), kJ/mol: 828.28